Density functional theory data (ωB97M-V with the def2-TZVPD basis set) for an isolated molecule of C15H15NO3 at a distorted geometry.

XYZ file:
```
34
Properties=species:S:1:pos:R:3:mulliken_charge:R:1
N -0.78 3.27 -1.26 -0.48
C 0.16 2.86 -0.36 0.40
C 1.26 3.77 -0.01 -0.41
C 2.08 3.68 0.93 -0.36
C 1.99 2.56 1.52 -0.45
C 0.95 1.72 1.45 -0.47
C -0.07 1.95 0.47 0.75
C -0.73 0.74 0.17 0.54
O -0.88 -0.13 0.98 -0.61
O -1.58 0.76 -0.95 -0.37
C -2.12 -0.35 -1.12 -0.79
C -1.26 -1.13 -2.26 -0.61
O -0.17 -1.46 -1.97 -0.37
C 0.10 -2.30 -0.60 0.66
C -0.78 -3.20 -0.31 0.29
C -0.63 -3.91 0.95 -0.91
C 0.54 -3.90 1.42 -0.17
C 1.53 -2.92 1.04 -0.20
C 1.42 -2.29 -0.04 -0.60
H 1.97 -1.41 -0.32 0.32
H 2.65 -2.83 1.43 0.23
H 0.91 -4.38 2.53 0.15
H -1.22 -4.71 1.36 0.39
H -1.90 -3.24 -0.51 0.22
H -0.97 -0.68 -3.23 0.36
H -1.93 -2.23 -2.49 0.18
H -2.60 -0.95 -0.49 0.54
H -3.06 -0.13 -1.65 0.52
H 0.87 0.83 2.11 0.41
H 2.64 2.39 2.57 0.11
H 2.97 4.44 1.22 0.24
H 1.33 4.87 -0.75 -0.07
H -0.48 4.04 -1.90 0.27
H -1.38 2.61 -1.76 0.27
```

Its charge is 0. Its maximum force is 18.72 eV/Å. As for the structure (SMILES): Nc1ccccc1C(=O)OCCOc1ccccc1. The energy above the lowest of the compared OMol25 structures with the same formula, charge and spin is 12.8371 eV. The multiplicity is 1.